11 unconnected molecules or ions with the total composition C18H58O14 in a non-equilibrium geometry, computed with the ωB97M-V functional and the def2-TZVPD basis.

Computed properties:
HOMO level: -9.3 eV
Energy above the lowest of the compared OMol25 structures with the same formula, charge and spin: 0.0000 eV
SMILES string: COCCOC.COCCOC.COCCOC.CO.CO.CO.CO.CO.CO.O.O
Total energy: -1773.7362 Eh
F_max: 0.0337 hartree/bohr
Orbital gap: 9.742 eV

The geometry in ORCA input format:
```
! RIJCOSX wB97M-V def2-TZVPD def2/J DEFGRID3
* xyz 0 1
C 1.043 -2.458 2.017
O 0.142 -1.978 1.044
C -0.770 -1.005 1.518
C -1.431 -0.368 0.310
O -0.473 0.410 -0.371
C -0.955 0.899 -1.596
H 1.729 -3.176 1.566
H 0.531 -2.921 2.865
H 1.691 -1.648 2.370
H -0.293 -0.248 2.147
H -1.559 -1.468 2.125
H -2.258 0.233 0.714
H -1.870 -1.130 -0.341
H -0.164 1.531 -1.998
H -1.894 1.460 -1.571
H -1.164 0.138 -2.357
C 1.502 -2.231 -2.373
O 2.855 -2.094 -1.935
C 3.471 -3.297 -1.536
C 4.928 -3.003 -1.233
O 5.165 -2.279 -0.055
C 5.069 -3.054 1.107
H 1.471 -1.971 -3.429
H 0.877 -1.528 -1.814
H 1.054 -3.200 -2.145
H 3.439 -4.051 -2.333
H 2.946 -3.765 -0.693
H 5.339 -2.405 -2.047
H 5.515 -3.932 -1.228
H 5.954 -3.687 1.241
H 4.142 -3.642 1.093
H 5.007 -2.477 2.031
C -0.500 1.922 4.345
O -0.674 2.477 3.051
C 0.581 2.626 2.419
C 0.465 3.157 0.994
O 0.292 4.580 0.878
C -0.858 5.080 1.514
H -0.134 0.896 4.242
H -1.461 1.865 4.863
H 0.103 2.601 4.956
H 1.039 1.639 2.269
H 1.271 3.256 2.988
H -0.355 2.617 0.520
H 1.404 3.003 0.470
H -1.041 4.634 2.491
H -1.782 5.003 0.926
H -0.725 6.155 1.665
C -1.687 -5.681 3.123
O -2.995 -5.824 3.677
H -0.990 -6.041 3.875
H -1.564 -6.288 2.220
H -1.553 -4.632 2.847
H -3.635 -5.413 3.091
C -3.624 2.855 0.492
O -3.736 2.693 -0.906
H -4.241 2.063 0.915
H -2.591 2.760 0.848
H -3.925 3.842 0.864
H -3.155 3.275 -1.419
C -4.459 -0.386 -3.022
O -4.633 -0.391 -1.612
H -5.157 -1.059 -3.510
H -4.411 0.628 -3.420
H -3.477 -0.849 -3.234
H -4.168 0.363 -1.238
C -2.429 5.173 -3.200
O -1.807 4.126 -2.433
H -3.498 4.976 -3.195
H -2.186 6.127 -2.730
H -2.087 5.191 -4.238
H -0.867 4.331 -2.391
C -0.094 1.046 -5.179
O -0.156 -0.275 -4.625
H 0.489 1.652 -4.490
H 0.354 0.993 -6.173
H -1.077 1.513 -5.283
H -0.986 -0.654 -4.935
C 3.681 0.515 2.909
O 3.522 1.469 1.897
H 2.848 0.522 3.633
H 3.721 -0.506 2.509
H 4.591 0.659 3.499
H 3.101 0.999 1.134
O 2.354 0.085 -0.140
H 2.794 -0.609 -0.671
H 1.414 -0.162 -0.137
O -1.155 -4.038 -0.455
H -0.555 -4.741 -0.725
H -0.631 -3.471 0.146
*
```

---

11 unconnected molecules or ions with the total composition C18H58O14 in a non-equilibrium geometry, computed with the ωB97M-V functional and the def2-TZVPD basis.

Computed properties:
HOMO level: -9.6 eV
Energy above the lowest of the compared OMol25 structures with the same formula, charge and spin: 0.6453 eV
SMILES string: OCCO.OCCO.OCCO.CCO.CCO.CCO.CCO.CO.CO.CO.CO
Total energy: -1773.7125 Eh
F_max: 0.0633 hartree/bohr
Orbital gap: 9.779 eV

The geometry in ORCA input format:
```
! RIJCOSX wB97M-V def2-TZVPD def2/J DEFGRID3
* xyz 0 1
O -5.774 -3.070 -1.487
C -5.878 -1.710 -1.012
C -4.539 -1.241 -0.362
O -3.392 -1.510 -1.379
H -5.373 -3.074 -2.359
H -6.083 -1.020 -1.831
H -6.624 -1.467 -0.255
H -4.492 -1.890 0.512
H -4.506 -0.156 -0.260
H -2.573 -1.389 -0.893
O 0.026 -1.471 -0.924
C 1.278 -0.793 -0.836
C 1.516 -0.113 0.489
O 0.391 0.635 1.000
H 0.122 -2.362 -0.577
H 2.024 -1.576 -0.970
H 1.326 -0.107 -1.682
H 2.364 0.551 0.321
H 1.706 -0.829 1.288
H 0.265 1.422 0.465
O 0.307 0.269 -4.307
C 1.539 0.871 -4.505
C 1.701 1.572 -5.884
O 2.630 2.582 -5.829
H 0.513 -0.657 -4.159
H 1.658 1.590 -3.695
H 2.320 0.148 -4.273
H 0.710 1.972 -6.100
H 1.980 0.758 -6.553
H 3.202 2.581 -6.600
C 1.919 -0.016 6.477
C 1.710 0.465 5.101
O 1.825 -0.587 4.157
H 2.901 -0.457 6.647
H 1.338 -0.883 6.790
H 1.699 0.762 7.208
H 2.447 1.244 4.906
H 0.723 0.875 4.888
H 1.849 -0.190 3.283
C -1.445 5.314 2.742
C -2.092 4.037 2.328
O -1.304 2.883 2.601
H -1.724 5.672 3.733
H -1.797 6.124 2.104
H -0.363 5.351 2.615
H -2.340 4.127 1.271
H -3.069 3.833 2.767
H -1.770 2.133 2.225
C 3.240 3.598 1.480
C 2.980 3.645 2.963
O 3.330 4.893 3.459
H 2.687 4.263 0.816
H 3.028 2.605 1.084
H 4.321 3.623 1.343
H 3.523 2.930 3.581
H 1.929 3.400 3.117
H 3.241 5.000 4.409
C -3.166 2.672 -1.979
C -2.014 1.814 -2.505
O -0.777 2.446 -2.427
H -3.233 3.538 -2.638
H -2.832 2.967 -0.984
H -4.144 2.204 -1.867
H -2.093 1.420 -3.518
H -2.082 0.939 -1.859
H -0.213 1.730 -2.728
C -2.310 -4.591 -0.731
O -3.658 -4.926 -1.198
H -1.979 -3.552 -0.712
H -2.248 -4.816 0.333
H -1.662 -5.220 -1.341
H -4.213 -4.198 -0.908
C -0.860 -2.489 2.701
O -1.497 -1.837 1.559
H -0.870 -3.563 2.519
H 0.205 -2.257 2.687
H -1.370 -2.143 3.600
H -0.939 -1.088 1.341
C 1.767 -4.160 0.442
O 0.702 -4.133 -0.440
H 2.741 -4.324 -0.019
H 1.799 -3.202 0.962
H 1.621 -4.880 1.247
H 0.522 -5.068 -0.564
C 4.219 -2.924 -3.384
O 4.624 -3.877 -4.377
H 5.109 -2.531 -2.891
H 3.614 -2.156 -3.867
H 3.596 -3.348 -2.596
H 4.511 -3.610 -5.292
*
```

---

12 unconnected molecules or ions with the total composition C18H60N10O12 in a non-equilibrium geometry, computed with the ωB97M-V functional and the def2-TZVPD basis.

Computed properties:
HOMO level: -7.5 eV
Energy above the lowest of the compared OMol25 structures with the same formula, charge and spin: 10.6566 eV
SMILES string: NC(N)=O.NC(N)=O.NC(N)=O.NC(N)=O.NC(N)=O.CC(C)O.CC(C)O.CC(C)O.CO.CO.CO.CO
Total energy: -2171.9746 Eh
F_max: 0.2859 hartree/bohr
Orbital gap: 7.304 eV

The geometry in ORCA input format:
```
! RIJCOSX wB97M-V def2-TZVPD def2/J DEFGRID3
* xyz 0 1
N 1.823 -1.262 4.682
C 2.200 -1.614 3.404
N 1.643 -1.074 2.414
O 2.937 -2.702 3.293
H 2.488 -1.517 5.307
H 1.059 -0.564 4.918
H 1.702 -1.568 1.499
H 1.382 -0.067 2.348
N -1.031 -4.351 -0.333
C -1.020 -5.540 -0.423
N -1.054 -5.910 -1.658
O -1.005 -6.549 0.514
H -0.983 -3.825 0.528
H -0.937 -3.761 -1.139
H -0.842 -6.922 -1.872
H -1.211 -5.210 -2.348
N -1.143 -1.008 -3.031
C -0.978 -2.173 -3.597
N -0.457 -1.898 -4.749
O -1.363 -3.465 -3.183
H -1.659 -0.913 -2.145
H -0.738 -0.196 -3.527
H -0.249 -2.708 -5.313
H -0.486 -1.076 -5.294
N -2.224 2.519 3.864
C -2.164 1.248 3.854
N -2.506 0.720 5.005
O -1.741 0.660 2.742
H -1.696 2.988 3.017
H -2.319 3.143 4.655
H -2.556 -0.302 5.089
H -2.913 1.262 5.709
N 1.983 -0.664 -4.857
C 2.246 0.226 -3.974
N 3.501 0.578 -3.963
O 1.308 0.729 -3.105
H 1.088 -1.219 -4.820
H 2.735 -1.059 -5.369
H 3.959 1.001 -3.121
H 4.094 0.031 -4.513
C -2.798 -2.519 2.075
C -1.380 -2.634 2.594
C -0.978 -4.002 3.095
O -0.621 -2.412 1.643
H -3.427 -3.227 2.624
H -2.924 -2.384 1.040
H -3.061 -1.464 2.303
H -1.129 -1.941 3.349
H -1.623 -4.397 3.859
H 0.009 -3.983 3.471
H -0.931 -4.691 2.233
H 0.223 -2.064 2.003
C 3.313 3.603 -1.736
C 3.861 2.473 -0.944
C 2.842 1.661 -0.170
O 4.724 1.729 -1.560
H 2.879 3.304 -2.653
H 4.119 4.398 -1.969
H 2.433 4.146 -1.284
H 4.595 2.893 -0.213
H 2.425 2.341 0.459
H 3.115 0.855 0.471
H 2.131 1.162 -0.829
H 5.544 2.241 -1.638
C -3.425 2.210 -0.105
C -3.860 3.598 -0.526
C -3.896 3.825 -2.072
O -4.910 4.089 -0.114
H -4.328 1.694 0.267
H -2.682 2.063 0.796
H -2.868 1.620 -0.861
H -3.046 4.265 -0.195
H -3.845 4.864 -2.394
H -4.775 3.331 -2.569
H -3.000 3.505 -2.523
H -4.649 5.000 -0.033
C 1.472 -2.201 -1.149
O 2.329 -1.912 -0.062
H 1.361 -1.266 -1.735
H 0.458 -2.563 -0.873
H 1.886 -2.898 -1.875
H 3.271 -2.003 -0.321
C 2.318 1.993 3.041
O 1.003 1.675 2.531
H 2.677 3.043 2.655
H 2.995 1.293 2.593
H 2.504 1.876 4.149
H 0.262 1.588 3.127
C -0.449 0.253 -0.219
O -1.440 -0.692 -0.230
H -0.753 0.793 0.619
H -0.587 0.930 -0.962
H 0.571 -0.068 -0.091
H -1.255 -1.272 0.522
C -0.029 3.609 -1.406
O -0.058 3.055 -2.774
H 0.759 3.109 -0.785
H -1.052 3.446 -1.026
H 0.162 4.656 -1.387
H 0.665 2.414 -2.747
*
```